The following is a DFT calculation (ωB97M-V/def2-TZVPD) of C22H27FN2O4S in the gas phase.

The geometry in XYZ format:
```
57
Properties=species:S:1:pos:R:3:forces:R:3:nbo_charge:R:1
C 1.15489 6.68605 0.35417 -0.02 0.02 0.00 -0.2493
O 1.48373 5.49579 1.02552 -0.04 0.04 0.17 -0.5275
C 1.26535 4.32022 0.29370 -0.13 -0.35 -0.07 -0.0736
C -0.22096 3.95330 0.11585 0.18 0.53 0.28 -0.2560
N -0.38179 2.72714 -0.62893 0.25 -0.25 -0.47 -0.6083
C -0.27670 1.50502 -0.03849 -0.20 0.00 0.10 0.3204
S -0.21593 1.37862 1.61432 -0.09 0.12 0.82 -0.2777
N -0.29700 0.42442 -0.85732 -0.05 0.21 -0.03 -0.4340
C -0.63506 0.56927 -2.26139 -0.06 0.20 -0.34 -0.2110
C -0.88202 -0.76555 -2.97511 0.08 0.03 0.13 -0.4440
C -1.58476 -1.74814 -2.08729 0.10 0.00 0.18 0.0387
C -2.60398 -2.57447 -2.54801 -0.15 -0.15 0.03 -0.3218
C -3.21568 -3.48109 -1.70048 -0.04 -0.10 0.14 0.2751
O -4.21255 -4.33533 -2.05498 0.19 0.08 0.35 -0.4787
C -4.66931 -4.31684 -3.38374 -0.06 0.02 -0.22 -0.2503
C -2.80706 -3.55411 -0.34764 -0.09 -0.10 -0.11 0.2700
O -3.46974 -4.46328 0.41437 -0.04 0.10 -0.37 -0.4793
C -3.14446 -4.55248 1.77996 0.06 -0.01 0.21 -0.2514
C -1.79741 -2.72186 0.10111 -0.12 -0.18 0.00 -0.2981
C -1.18162 -1.82665 -0.76651 -0.04 0.09 -0.20 0.0320
C -0.09534 -0.90115 -0.30416 0.35 -0.28 0.16 -0.1503
C 1.30981 -1.44190 -0.69084 -0.30 -0.05 -0.01 -0.0653
O 2.28249 -0.42730 -0.73888 0.16 0.04 -0.05 -0.5212
C 2.75251 0.12980 0.41821 0.29 0.19 0.18 0.3673
C 3.50399 1.29338 0.25185 -0.19 -0.30 -0.04 -0.2685
C 4.05466 1.94011 1.33888 -0.02 -0.05 0.25 -0.2665
C 3.84887 1.41241 2.60119 -0.06 -0.12 -0.10 0.3676
F 4.39243 2.03354 3.67031 -0.03 0.01 0.00 -0.3277
C 3.11134 0.26136 2.79073 0.20 0.25 0.04 -0.2460
C 2.56013 -0.38116 1.69638 0.05 -0.14 -0.35 -0.2871
H 0.07277 6.81193 0.23741 0.03 0.02 -0.02 0.1622
H 1.62712 6.72686 -0.63593 -0.01 0.01 0.01 0.1603
H 1.53966 7.49712 0.96954 -0.05 0.06 -0.08 0.1961
H 1.75432 3.52542 0.86352 -0.09 0.01 -0.18 0.2161
H 1.74252 4.39306 -0.69941 -0.01 -0.01 0.06 0.1423
H -0.67398 3.82141 1.10015 0.01 0.09 -0.18 0.2467
H -0.75196 4.74051 -0.42520 0.01 -0.03 0.04 0.1912
H -0.12130 2.79346 -1.60139 -0.12 -0.09 -0.01 0.3873
H -1.54860 1.17445 -2.32552 0.13 -0.02 -0.04 0.2050
H 0.17113 1.09700 -2.79154 -0.12 0.01 0.00 0.1900
H 0.07326 -1.18785 -3.29738 -0.01 0.04 -0.07 0.2135
H -1.46899 -0.57238 -3.87448 0.07 0.01 0.01 0.2249
H -2.90811 -2.49804 -3.58002 -0.09 -0.03 -0.12 0.2166
H -5.45177 -5.07211 -3.43496 0.05 0.06 -0.05 0.2026
H -5.09055 -3.34238 -3.65301 0.03 -0.03 0.01 0.1743
H -3.87159 -4.57503 -4.08855 -0.03 0.03 0.03 0.1741
H -2.10441 -4.86203 1.92737 -0.03 0.03 -0.01 0.1738
H -3.80693 -5.31334 2.18918 0.07 0.06 0.02 0.2021
H -3.31807 -3.60398 2.29821 0.02 -0.03 -0.02 0.1787
H -1.47787 -2.74855 1.13018 -0.01 -0.03 0.17 0.2222
H -0.13903 -0.78020 0.78335 -0.03 -0.06 -0.30 0.2716
H 1.58792 -2.24816 -0.00305 -0.01 0.01 -0.06 0.1825
H 1.29584 -1.85395 -1.70186 -0.01 -0.03 0.12 0.1898
H 3.64441 1.67568 -0.74721 0.02 0.05 -0.12 0.2212
H 4.62908 2.84496 1.22006 0.07 0.09 0.01 0.2314
H 2.95930 -0.12128 3.78703 0.00 -0.02 0.12 0.2281
H 1.97680 -1.27215 1.86177 -0.09 -0.07 -0.01 0.2178
```
Positions in Å, forces in eV/Å.

Output
Molar mass ... 434.53 g/mol
Total charge ... 0
Gap between HOMO and LUMO ... 8.321 eV

***

The following is a DFT calculation (ωB97M-V/def2-TZVPD) of a molecular structure, C22H27IN2NiOSSi.

The geometry in XYZ format:
```
56
Properties=species:S:1:pos:R:3:forces:R:3:nbo_charge:R:1
Ni 0.21362 -0.35224 0.08610 -0.08 -0.06 -0.22 0.9614
C -2.85120 -1.99427 -0.89912 -0.04 0.04 0.03 -0.6489
C -2.37598 -1.97110 0.52320 -0.09 -0.21 -0.14 0.2757
C -3.10385 -2.57477 1.53688 0.05 0.02 0.12 -0.3346
C -2.64451 -2.46209 2.84982 0.07 0.05 -0.14 -0.1211
C -1.51954 -1.72225 3.14761 -0.01 -0.02 -0.03 -0.3485
C -0.83995 -1.08356 2.09017 -0.20 0.14 -0.08 0.4270
N -1.26024 -1.31058 0.80864 0.47 0.14 0.35 -0.5295
N 0.18529 -0.20475 2.09477 -0.18 0.02 0.17 -1.1682
Si 0.67883 0.62866 3.52534 0.04 -0.01 0.00 1.8058
C -0.78197 1.48886 4.34029 0.05 -0.02 0.01 -1.1297
C 1.94373 1.94496 3.09486 -0.04 -0.03 -0.02 -1.1202
C 1.48839 -0.52046 4.78159 -0.03 0.03 -0.03 -1.1274
H -3.12298 -3.00245 -1.20796 0.01 -0.01 0.00 0.2303
H -2.09009 -1.60946 -1.57011 -0.02 0.00 0.02 0.2345
H -3.73821 -1.36214 -0.98480 -0.01 -0.02 -0.01 0.2230
H -4.00457 -3.12239 1.29951 -0.01 0.01 0.00 0.2155
H -3.18901 -2.95060 3.64887 0.00 0.01 0.01 0.2117
H -1.17174 -1.61231 4.16341 0.00 -0.01 0.03 0.2167
H -1.21742 2.22970 3.66598 0.02 -0.01 -0.02 0.2362
H -0.47471 2.00566 5.25316 0.01 0.00 0.00 0.2309
H -1.57156 0.78460 4.60795 0.00 0.00 0.00 0.2362
H 1.54403 2.66872 2.38137 0.00 -0.01 -0.01 0.2326
H 2.85712 1.52340 2.67159 0.00 0.00 0.02 0.2204
H 2.22499 2.49003 3.99938 -0.02 -0.01 0.02 0.2350
H 0.77257 -1.20177 5.24392 -0.01 -0.03 0.00 0.2295
H 1.95971 0.04833 5.58731 -0.01 0.03 -0.01 0.2311
H 2.26069 -1.13084 4.30718 0.00 0.01 -0.01 0.2326
O 1.29720 1.09990 -0.71742 0.09 0.29 0.30 -0.9835
S 2.65429 1.62487 -0.27561 0.00 -0.34 -0.08 1.2738
C 3.05909 2.84284 -1.50928 0.03 -0.01 0.04 -0.1788
C 2.19976 3.05567 -2.57079 -0.02 -0.01 -0.03 -0.2323
C 2.53055 4.02446 -3.51024 -0.01 0.00 -0.01 -0.1989
C 3.69859 4.75851 -3.37516 0.02 0.01 0.01 -0.1980
C 4.54711 4.53815 -2.29519 -0.02 -0.01 -0.02 -0.1903
C 4.22560 3.57974 -1.34956 -0.01 -0.01 0.01 -0.2384
C 3.80171 0.32522 -0.71657 -0.03 -0.04 -0.02 -0.1957
C 4.09327 -0.57644 0.29914 -0.04 0.06 0.03 -0.2160
C 4.82868 -1.71534 0.00806 0.01 -0.01 0.01 -0.2003
C 5.26503 -1.94111 -1.28787 0.00 0.00 -0.03 -0.1777
C 4.97145 -1.03352 -2.29922 0.01 -0.02 0.03 -0.1913
C 4.23352 0.10355 -2.01942 -0.04 0.08 0.03 -0.2273
H 1.29414 2.46900 -2.64831 0.00 0.00 0.00 0.2544
H 1.87052 4.20443 -4.34835 0.00 0.00 0.00 0.2234
H 3.94877 5.51178 -4.11051 0.00 0.00 0.00 0.2210
H 5.45442 5.11725 -2.18855 0.00 0.00 0.00 0.2215
H 4.87557 3.40157 -0.50078 0.00 0.00 0.00 0.2268
H 3.72429 -0.40087 1.30293 -0.01 0.00 0.01 0.2322
H 5.04828 -2.42909 0.79032 0.00 0.00 0.00 0.2259
H 5.83124 -2.83420 -1.51709 0.00 0.00 0.00 0.2221
H 5.30949 -1.22084 -3.30949 0.00 0.01 0.00 0.2218
H 3.98695 0.80733 -2.80392 0.00 -0.01 -0.01 0.2308
I 0.39614 -3.32755 -1.67353 0.00 -0.06 0.09 -0.0017
C 0.44835 -1.18359 -1.60139 0.18 0.20 -0.30 -0.8555
H -0.14774 -0.82822 -2.44198 -0.09 -0.09 0.02 0.1896
H 1.49309 -0.96721 -1.82695 -0.05 -0.07 -0.14 0.1844
```
Positions in Å, forces in eV/Å.

Output
Molar mass ... 581.22 g/mol
Total charge ... 0
Gap between HOMO and LUMO (alpha / beta) ... 7.363 / 7.358 eV

***

The following is a DFT calculation (ωB97M-V/def2-TZVPD) of C22H27N3O4 in the gas phase.

The geometry in XYZ format:
```
56
Properties=species:S:1:pos:R:3:forces:R:3:nbo_charge:R:1
C 1.95762 4.05957 -0.43942 -0.11 0.12 -0.04 -0.3965
C 2.56065 3.27472 0.43332 0.21 -0.13 0.00 -0.1760
C 3.88237 2.61007 0.19058 0.12 0.07 0.17 -0.2721
N 3.74722 1.16756 0.14428 -0.23 0.39 -0.41 -0.6241
C 4.33716 0.35333 1.02914 -0.20 -0.64 -0.22 0.6443
O 4.99228 0.72245 1.98142 0.24 0.04 0.38 -0.6246
C 4.11040 -1.14457 0.73152 0.63 -0.01 0.06 -0.1516
O 2.80768 -1.57234 1.11687 -0.32 0.21 0.08 -0.4914
C 1.82032 -1.79441 0.21994 -0.51 -0.49 -0.13 0.1557
C 0.75739 -2.49963 0.69351 0.85 0.34 0.06 0.1399
O -0.33492 -2.81501 -0.01431 -0.13 -0.12 -0.08 -0.4148
C -0.38725 -2.47009 -1.30666 0.18 0.26 -0.63 0.3806
C -1.68420 -2.84984 -1.98597 -0.04 0.08 0.15 -0.2624
N -2.71675 -1.83768 -1.91013 -0.04 -0.10 -0.02 -0.4350
C -2.45577 -0.59840 -2.62969 -0.08 0.28 -0.02 -0.2321
C -2.05920 0.54470 -1.70011 0.16 0.05 -0.19 -0.2374
N -3.16464 0.86099 -0.81051 0.02 0.05 -0.06 -0.4453
C -2.76723 1.66816 0.33410 -0.09 -0.01 -0.09 -0.2471
C -1.79431 1.01335 1.28799 -0.03 0.05 -0.02 0.0436
C -2.24560 0.19590 2.31824 -0.02 0.06 -0.03 -0.2398
C -1.35205 -0.43387 3.16677 -0.02 -0.10 0.08 -0.2170
C 0.00992 -0.24868 3.00216 0.03 0.02 0.05 -0.2171
C 0.47139 0.57046 1.98662 0.08 0.07 0.05 -0.2079
C -0.42329 1.19337 1.13369 -0.05 0.02 0.07 -0.2550
C -3.99470 -0.29775 -0.52247 -0.10 -0.27 -0.09 -0.2285
C -3.21501 -1.61054 -0.56039 -0.18 0.00 0.27 -0.2461
C 0.61710 -1.77483 -1.89107 -0.22 -0.33 0.28 -0.3801
C 1.78160 -1.32163 -1.17148 -0.05 0.01 0.26 0.4560
O 2.63025 -0.59378 -1.69278 -0.01 -0.07 -0.07 -0.6501
H 1.00730 4.52189 -0.23099 -0.19 0.06 0.09 0.1988
H 2.39719 4.28467 -1.39774 0.15 0.00 -0.19 0.1911
H 2.10514 3.05906 1.39020 -0.13 0.00 0.13 0.2016
H 4.56958 2.83181 1.01391 -0.03 0.01 -0.20 0.2415
H 4.31629 2.96099 -0.75125 0.00 0.03 0.11 0.1956
H 3.28521 0.75255 -0.66273 0.11 -0.10 0.17 0.4369
H 4.79670 -1.71165 1.36750 -0.09 0.19 -0.12 0.2098
H 4.31637 -1.35519 -0.31896 -0.08 -0.03 0.13 0.2124
H 0.71519 -2.84562 1.71436 -0.04 -0.02 0.00 0.2148
H -2.07563 -3.75066 -1.50491 0.11 -0.05 -0.09 0.2195
H -1.49321 -3.06308 -3.03974 0.09 -0.06 0.10 0.2183
H -3.36953 -0.31799 -3.16489 0.14 0.09 -0.09 0.2000
H -1.67299 -0.76419 -3.36958 -0.03 0.03 -0.03 0.2042
H -1.15053 0.25253 -1.14797 -0.09 0.04 -0.10 0.1771
H -1.82251 1.44060 -2.28451 0.12 -0.05 -0.01 0.2017
H -3.68125 1.94541 0.86619 0.08 0.08 0.01 0.2033
H -2.31844 2.58078 -0.07080 -0.04 0.03 0.11 0.2018
H -3.30738 0.05960 2.46892 -0.12 0.00 0.01 0.2055
H -1.72190 -1.06251 3.96396 -0.03 -0.04 0.08 0.2129
H 0.71284 -0.72956 3.66554 0.08 -0.05 0.08 0.2170
H 1.53264 0.72417 1.86519 0.12 0.01 -0.04 0.2239
H -0.05241 1.84387 0.35321 0.04 0.07 -0.09 0.2192
H -4.46479 -0.17616 0.45310 -0.03 -0.01 -0.03 0.2068
H -4.79276 -0.34356 -1.27292 -0.06 -0.10 0.14 0.1955
H -3.87066 -2.44742 -0.29620 0.03 0.03 0.12 0.2005
H -2.40854 -1.56372 0.18735 -0.11 0.01 -0.07 0.1826
H 0.55965 -1.49822 -2.93137 -0.08 -0.02 -0.11 0.2393
```
Positions in Å, forces in eV/Å.

Output
Molar mass ... 397.48 g/mol
Total charge ... 0
Gap between HOMO and LUMO ... 8.711 eV

***

The following is a DFT calculation (ωB97M-V/def2-TZVPD) of C22H27N3O4S in the gas phase.

The geometry in XYZ format:
```
57
Properties=species:S:1:pos:R:3:forces:R:3:nbo_charge:R:1
C -6.37823 -3.09137 0.60340 -0.17 0.02 0.10 -0.2511
O -5.15762 -3.18537 -0.08851 0.28 -0.01 -0.16 -0.4945
C -4.45887 -2.04012 -0.33326 0.08 0.11 -0.01 0.2856
C -4.84127 -0.76671 0.07070 -0.16 -0.46 0.03 -0.3145
C -4.05232 0.33189 -0.22951 0.19 0.21 -0.05 -0.1760
C -2.86778 0.17417 -0.93620 -0.37 -0.11 0.24 0.0966
N -2.02117 1.23733 -1.27208 0.24 -0.32 -0.33 -0.6165
C -2.13031 2.54417 -0.95187 0.46 0.30 -0.31 0.6639
O -3.02458 3.05719 -0.31110 -0.24 0.12 0.18 -0.6181
C -0.92670 3.36247 -1.45735 -0.20 -0.20 -0.15 -0.3059
N 0.19384 3.20552 -0.53822 -0.16 0.11 -0.21 -0.4190
C 0.31268 4.21439 0.48557 0.02 0.14 0.32 -0.4069
C 0.91753 2.07558 -0.63420 0.35 0.16 0.01 0.7063
O 0.72811 1.27935 -1.54762 0.05 -0.21 -0.19 -0.6761
C 1.97281 1.77629 0.42576 0.27 0.00 0.25 -0.1406
C 1.35261 1.47633 1.81057 -0.03 -0.02 -0.09 -0.4125
C 0.06567 0.66634 1.77272 0.03 -0.43 -0.17 -0.5228
S 0.27800 -0.97360 0.98428 -0.04 0.00 0.29 0.1592
C -1.13163 -1.81327 1.75404 0.31 0.31 -0.12 -0.7334
N 2.72673 0.64419 -0.04777 -0.26 -0.01 -0.28 -0.6210
C 4.00219 0.42210 0.33533 -0.22 0.06 -0.06 0.6712
O 4.58115 1.15983 1.11488 0.14 0.09 0.21 -0.6357
C 4.64043 -0.78874 -0.25450 0.28 -0.21 -0.06 -0.1657
C 4.27300 -1.31064 -1.49105 -0.01 0.07 0.15 -0.1340
C 4.91758 -2.42930 -1.98785 0.00 -0.10 -0.10 -0.2330
C 5.92679 -3.03715 -1.25905 0.00 -0.03 -0.05 -0.1963
C 6.30436 -2.51517 -0.03290 0.02 -0.02 0.02 -0.2143
C 5.66860 -1.39271 0.46300 -0.10 0.13 0.03 -0.1561
C -2.48246 -1.10475 -1.34129 -0.14 0.06 0.06 -0.2052
C -3.26657 -2.19535 -1.04454 -0.19 -0.01 0.08 -0.2494
H -6.75823 -4.10959 0.67023 -0.02 0.09 0.02 0.2001
H -7.10054 -2.47097 0.06304 0.03 -0.01 0.03 0.1761
H -6.23944 -2.69125 1.61331 -0.01 0.00 -0.04 0.1743
H -5.75487 -0.60827 0.62128 -0.09 -0.02 0.05 0.2200
H -4.35919 1.31486 0.08717 0.01 0.03 0.00 0.2456
H -1.15281 0.95651 -1.72550 -0.14 0.26 0.14 0.4416
H -1.20933 4.41412 -1.49710 -0.01 -0.13 0.04 0.2265
H -0.62171 3.01848 -2.44856 -0.03 0.10 0.09 0.2338
H 1.29039 4.17707 0.95601 0.00 0.01 0.02 0.2152
H 0.19144 5.19738 0.02763 0.04 -0.04 0.04 0.2108
H -0.46501 4.09337 1.24461 0.04 0.05 0.04 0.2093
H 2.68101 2.60744 0.53496 -0.17 -0.07 -0.04 0.2468
H 1.14994 2.40692 2.34244 0.02 0.02 0.02 0.2136
H 2.10962 0.92930 2.37623 0.01 0.13 0.00 0.2403
H -0.72631 1.19291 1.23618 -0.09 0.08 0.09 0.2066
H -0.26736 0.47460 2.79329 -0.04 0.08 -0.01 0.2259
H -1.19959 -2.79535 1.29905 -0.07 -0.10 -0.01 0.2329
H -0.95764 -1.90852 2.82299 -0.07 -0.05 0.06 0.2119
H -2.04118 -1.25312 1.55581 -0.16 -0.05 0.00 0.2225
H 2.23007 0.01560 -0.66256 0.15 0.03 0.01 0.4343
H 3.50460 -0.83525 -2.08295 -0.08 0.05 -0.06 0.2052
H 4.63292 -2.82833 -2.95055 -0.02 -0.02 -0.07 0.2138
H 6.42308 -3.91291 -1.65103 0.03 -0.06 -0.03 0.2137
H 7.09656 -2.98201 0.53367 0.05 -0.03 0.05 0.2150
H 5.95456 -0.96336 1.41151 0.02 0.05 0.06 0.2333
H -1.55575 -1.23503 -1.88009 0.11 -0.03 -0.06 0.2208
H -2.97779 -3.18749 -1.35246 0.05 -0.13 -0.05 0.2262
```
Positions in Å, forces in eV/Å.

Output
Molar mass ... 429.54 g/mol
Total charge ... 0
Gap between HOMO and LUMO ... 8.618 eV

***

Going through the records in order, we get strongest force on any atom values of 0.016; 0.012; 0.018; 0.012 hartree/bohr.
Going through the records in order, we get DFT total energy values of -1763.00833; -3532.97373; -1319.69412; -1718.00610 a.u..
Going through the records in order, we get energy relative to the best compared isomer or geometry (same formula, charge and spin) values of 25.69; 0.00; 480.93; 32.44 kJ/mol.